Formula: C33H28GeN2O6PdS
Source: the OMol25 dataset
Level of theory: ωB97M-V with the def2-TZVPD basis set

Geometry as XYZ:
```
72
C33H28GeN2O6PdS (ωB97M-V with the def2-TZVPD basis set)
Pd 0.098 -1.454 0.666
C 0.374 5.287 6.110
C 0.362 3.915 5.492
C 1.321 2.969 5.827
C 1.323 1.709 5.237
C 0.360 1.391 4.296
C -0.614 2.323 3.956
C -0.611 3.570 4.552
S 0.381 -0.198 3.487
O -1.003 -0.599 3.360
O 1.266 -1.022 4.279
N 0.921 0.116 2.022
C 2.373 0.093 1.855
C 2.903 -1.159 1.165
O 4.100 -1.345 1.060
O 2.020 -2.015 0.723
H 0.962 5.300 7.027
H -0.637 5.621 6.347
H 0.808 6.020 5.426
H 2.075 3.215 6.566
H 2.057 0.962 5.508
H -1.380 2.050 3.241
H -1.378 4.291 4.292
H 2.913 0.196 2.798
H 2.668 0.930 1.213
O -3.106 -4.031 -0.160
C -2.257 -3.183 0.087
O -0.995 -3.329 0.132
C -2.749 -1.739 0.244
C -4.091 -1.416 0.113
C -4.478 -0.098 0.263
C -3.519 0.862 0.566
C -2.205 0.463 0.693
N -1.840 -0.804 0.517
H -4.782 -2.217 -0.106
H -5.517 0.185 0.146
H -3.782 1.901 0.703
H -1.408 1.148 0.955
C -3.849 -1.306 -3.806
C -3.209 -2.495 -3.487
C -1.958 -2.469 -2.888
C -1.324 -1.259 -2.604
C -1.979 -0.072 -2.931
C -3.233 -0.094 -3.527
Ge 0.419 -1.210 -1.707
C 1.611 -2.474 -2.593
C 2.861 -2.812 -2.070
C 3.723 -3.623 -2.795
C 3.356 -4.104 -4.043
C 2.119 -3.772 -4.573
C 1.253 -2.961 -3.851
C 1.142 0.597 -1.955
C 1.048 1.592 -0.986
C 1.498 2.880 -1.249
C 2.048 3.188 -2.485
C 2.163 2.199 -3.453
C 1.717 0.913 -3.187
H -4.831 -1.323 -4.263
H -3.691 -3.446 -3.677
H -1.484 -3.405 -2.614
H -1.504 0.882 -2.723
H -3.730 0.837 -3.772
H 3.154 -2.457 -1.091
H 4.687 -3.882 -2.374
H 4.032 -4.741 -4.602
H 1.824 -4.143 -5.547
H 0.289 -2.708 -4.278
H 0.655 1.354 -0.003
H 1.426 3.641 -0.481
H 2.400 4.191 -2.689
H 2.608 2.430 -4.413
H 1.826 0.143 -3.944
```

Calculated values
- DFT total energy (eV) = -120774.754
- HOMO energy (alpha / beta) (eV) = -4.69 / -5.77
- frontier orbital gap (alpha / beta) (eV) = 6.9 / 7.7
- ΔE to the lowest compared entry with this formula, charge and spin (kJ/mol) = 16.1
- charge = -1
- max |F| (eV/A) = 0.66
- <S²> = 0.755
- multiplicity = 2